(i)
Entry from the Open Molecules 2025 dataset: C30H45Br2IrN6O3P as an isolated structure (ωB97M-V/def2-TZVPD).

Its HOMO energy (spin up / spin down) is -12.89 / -12.88 eV. Its expectation value of S² is 0.8091. Its multiplicity is 2. The net charge is +2.

Structure (XYZ):
```
88
C30H45Br2IrN6O3P (ωB97M-V/def2-TZVPD)
Ir -0.09632 -0.35136 -0.12702
C 4.15408 -0.86007 0.56886
C 2.76363 -1.01334 0.60909
N 1.94642 -0.10886 0.09067
C 2.48563 0.99107 -0.48401
C 3.85025 1.23028 -0.57082
C 4.70025 0.25366 -0.02445
C 4.29533 2.44263 -1.21261
C 3.40386 3.32978 -1.70756
C 1.98532 3.09278 -1.59778
C 0.98992 3.96796 -2.06651
C -0.33471 3.63832 -1.89742
C -0.67427 2.42947 -1.28185
N 0.25084 1.58724 -0.84380
C 1.55502 1.92134 -0.99080
H 4.78073 -1.62211 1.01002
H 2.30386 -1.87310 1.07759
H 5.77353 0.38935 -0.07024
H 5.35881 2.62740 -1.28841
H 3.73834 4.23522 -2.19665
H 1.27377 4.89275 -2.55306
H -1.12343 4.29478 -2.23567
H -1.70694 2.14303 -1.13588
Br -0.46998 2.80763 2.41616
C 0.11514 1.77808 3.92966
Br 0.77631 0.03576 3.43646
H -0.72903 1.63886 4.59162
H 0.92116 2.31537 4.41016
N 0.40492 -2.16959 -0.82333
C 0.86961 -2.78971 -1.68949
N 1.37907 -3.47839 -2.66225
C 0.48584 -4.25278 -3.55903
C 0.36109 -5.66121 -3.00670
O 1.63778 -6.25195 -2.86080
C 2.47564 -5.53450 -1.97677
C 2.70445 -4.12353 -2.48895
H 0.96435 -4.27441 -4.53729
H -0.47856 -3.75361 -3.64172
H -0.20296 -6.29016 -3.69212
H -0.15749 -5.63428 -2.03728
H 3.41558 -6.07867 -1.91443
H 2.02102 -5.49194 -0.97652
H 3.17509 -4.14787 -3.47078
H 3.31654 -3.53198 -1.80997
C -3.08768 -2.81382 -1.69830
C -4.03940 -2.19335 -0.65636
C -4.61097 -0.90255 -1.26197
C -5.18380 -3.16885 -0.34983
P -3.04625 -1.68898 0.86446
N -1.72057 -0.85186 0.38713
C -3.98149 -0.46246 1.94277
C -3.93466 0.92926 1.28521
C -5.43115 -0.88829 2.18970
C -3.23106 -0.34777 3.27659
C -2.45939 -3.19858 1.82869
C -1.97126 -4.25914 0.82996
C -3.58885 -3.78619 2.68239
C -1.25387 -2.82592 2.70275
H -3.51883 -2.65201 -2.68854
H -2.96839 -3.88408 -1.56537
H -2.10476 -2.34160 -1.68891
H -5.04606 -1.14827 -2.23283
H -3.83693 -0.15297 -1.42779
H -5.40532 -0.47682 -0.65555
H -5.75232 -3.32608 -1.27008
H -5.87888 -2.79144 0.39574
H -4.82323 -4.14342 -0.02792
H -4.62336 1.02897 0.45226
H -2.93064 1.17892 0.94602
H -4.22365 1.66610 2.03709
H -6.04066 -0.83556 1.29078
H -5.86379 -0.19206 2.91205
H -5.51461 -1.88658 2.61399
H -2.17425 -0.12640 3.12136
H -3.32222 -1.23842 3.89238
H -3.67618 0.47770 3.83642
H -2.78813 -4.72557 0.28759
H -1.47487 -5.04540 1.40270
H -1.24853 -3.85257 0.12284
H -4.48010 -4.01898 2.10432
H -3.87114 -3.14178 3.51120
H -3.22614 -4.72310 3.11169
H -0.49097 -2.30316 2.12843
H -0.81716 -3.75444 3.07820
H -1.51324 -2.21939 3.56353
O 0.47932 -0.22091 -3.44200
N -0.70384 -0.11449 -3.46719
O -1.50801 -0.05664 -2.58305
```

Atom charges from the Löwdin analysis, given in e for atoms 1 to 2:
1 Ir 1.25
2 C -0.01


(ii)
Entry from the Open Molecules 2025 dataset: C30H45Br2IrN6O3P as an isolated structure (ωB97M-V/def2-TZVPD).

Its HOMO energy (spin up / spin down) is -13.90 / -13.59 eV. Its expectation value of S² is 0.7567. Its multiplicity is 2. The net charge is +2.

Structure (XYZ):
```
88
C30H45Br2IrN6O3P (ωB97M-V/def2-TZVPD)
Ir -1.51210 -0.19626 0.77554
C -1.11302 3.98302 1.62960
C -1.20035 2.77410 0.93268
N -1.27148 1.61364 1.56706
C -1.23420 1.59792 2.92885
C -1.14907 2.75816 3.69398
C -1.09340 3.98227 3.00266
C -1.10958 2.63179 5.12577
C -1.12621 1.41779 5.72147
C -1.18323 0.21241 4.94050
C -1.16777 -1.09148 5.47166
C -1.20883 -2.17139 4.62271
C -1.27364 -1.96813 3.23970
N -1.29063 -0.74885 2.72770
C -1.24882 0.32388 3.55585
H -1.06452 4.90555 1.06953
H -1.22743 2.73887 -0.14622
H -1.03113 4.91127 3.55480
H -1.06227 3.53455 5.72015
H -1.09332 1.33415 6.79970
H -1.12377 -1.23493 6.54383
H -1.20093 -3.18283 5.00208
H -1.32677 -2.79131 2.53991
Br -2.39048 -3.16101 -2.12228
C -2.27845 -3.31693 -4.03726
Br -1.90576 -1.62471 -4.88810
H -3.23570 -3.66385 -4.40191
H -1.47927 -4.00193 -4.28626
N -2.04125 0.43659 -1.08214
C -2.39893 0.90845 -2.07650
N -2.85947 1.40450 -3.17663
C -1.99663 2.06191 -4.17592
C -2.51427 3.47446 -4.39817
O -3.87945 3.45150 -4.74762
C -4.68283 2.91298 -3.71716
C -4.31115 1.46398 -3.45353
H -2.05878 1.48871 -5.10165
H -0.96691 2.06074 -3.81963
H -1.98003 3.94286 -5.22280
H -2.36235 4.07690 -3.49132
H -5.71725 2.98077 -4.04746
H -4.56674 3.50482 -2.79932
H -4.50488 0.85356 -4.33708
H -4.85517 1.05124 -2.60595
C 1.18191 -3.68331 -0.26445
C 2.28029 -2.76322 0.30088
C 2.30000 -2.99453 1.82046
C 3.63830 -3.18371 -0.27552
P 1.84949 -0.95973 -0.01449
N 0.27147 -0.83991 0.36289
C 2.81802 0.19629 1.10711
C 2.20531 0.17001 2.51987
C 4.31522 -0.12230 1.19863
C 2.63840 1.63419 0.59538
C 2.07317 -0.50434 -1.82041
C 1.49632 -1.62286 -2.69804
C 3.55253 -0.30316 -2.17159
C 1.29684 0.77709 -2.14767
H 1.31241 -4.66698 0.18974
H 1.24926 -3.81774 -1.33876
H 0.18101 -3.32855 -0.02626
H 2.38642 -4.06817 1.99259
H 1.37733 -2.65577 2.29701
H 3.14891 -2.52342 2.30927
H 3.82947 -4.21142 0.04002
H 4.46534 -2.57437 0.08469
H 3.64893 -3.17956 -1.36291
H 2.45244 -0.72359 3.08216
H 1.12039 0.27387 2.48496
H 2.60457 1.02243 3.07298
H 4.50988 -1.07414 1.68868
H 4.78904 0.65357 1.80408
H 4.80936 -0.12479 0.22990
H 1.58377 1.88985 0.46676
H 3.16681 1.82225 -0.33577
H 3.05630 2.31031 1.34308
H 2.09895 -2.52574 -2.66601
H 1.50237 -1.26901 -3.73002
H 0.46600 -1.86391 -2.43545
H 4.16729 -1.17267 -1.94799
H 3.98694 0.56673 -1.68508
H 3.61054 -0.13320 -3.24921
H 0.26787 0.70830 -1.80700
H 1.29389 0.88086 -3.23498
H 1.75102 1.67502 -1.73639
O -3.50844 -0.05375 1.19877
N -3.92416 -1.26345 1.04405
O -3.02295 -2.01323 0.68324
```

Atom charges from the Löwdin analysis, given in e for atoms 1 to 2:
1 Ir 1.39
2 C 0.00


Energetically preferred structure: (ii) | next structure: +199.7 kJ/mol


(i)
Entry from the Open Molecules 2025 dataset: one molecule with the formula C3H8S2 (ωB97M-V/def2-TZVPD).

Its HOMO energy is -8.68 eV.

Structure (XYZ):
```
13
C3H8S2 (ωB97M-V/def2-TZVPD)
C 1.63056 -1.63382 0.10082
S 0.02290 -1.32123 -0.69184
C -1.02527 -0.50448 0.77241
C -1.08259 1.07445 0.73574
S 0.14594 1.91091 -0.18073
H 2.35074 -2.35007 -0.30431
H 1.24746 -1.99408 1.14241
H 2.09593 -0.81245 0.27529
H -0.60276 -0.87126 1.74109
H -2.08464 -0.97671 0.63637
H -1.03607 1.49322 1.82478
H -2.10717 1.36811 0.31241
H 0.29902 1.09137 -1.32068
```

Atom charges from the Löwdin analysis, given in e for atoms 1 to 2:
1 C -0.41
2 S 0.70


(ii)
Entry from the Open Molecules 2025 dataset: a 2-piece molecular cluster, C3H8S2 overall (ωB97M-V/def2-TZVPD).

Its HOMO energy is -8.95 eV.

Structure (XYZ):
```
13
C3H8S2 (ωB97M-V/def2-TZVPD)
C 2.47728 0.35645 -1.92374
C 2.54532 -0.90467 -2.22232
C 1.28886 -1.89111 -1.71579
H 3.20777 1.06539 -2.27601
H 1.53343 0.80138 -1.56595
H 3.44099 -1.46621 -2.32277
H 0.33807 -1.91042 -2.37020
H 1.73535 -2.95111 -1.87008
H 1.06854 -1.58237 -0.67750
S -3.53840 2.22452 3.42512
S -5.25761 3.25369 4.32275
H -3.29934 1.35279 4.44513
H -5.54027 1.65167 4.75136
```

Atom charges from the Löwdin analysis, given in e for atoms 1 to 2:
1 C -0.06
2 C -0.20


(iii)
Entry from the Open Molecules 2025 dataset: C3H8S2 as an isolated structure (ωB97M-V/def2-TZVPD).

Its HOMO energy is -8.75 eV.

Structure (XYZ):
```
13
C3H8S2 (ωB97M-V/def2-TZVPD)
C 0.57995 -1.81245 -1.91544
C 0.42833 0.26842 -0.30054
C 0.32929 0.38497 2.33341
H 0.43219 -2.99662 -2.52506
H 0.77243 -1.25335 -2.80811
H 1.56771 -1.80551 -1.15969
H 1.01786 0.83647 -1.15496
H 0.89128 -0.79645 0.33526
H 0.13131 0.97295 3.38117
H -0.44434 -0.45040 2.43962
H 1.46155 0.23605 2.28199
S -0.96570 -0.75265 -1.12326
S 0.09974 1.51585 1.02984
```

Atom charges from the Löwdin analysis, given in e for atoms 1 to 2:
1 C -0.38
2 C -0.85


(iv)
Entry from the Open Molecules 2025 dataset: a 2-piece molecular cluster, C3H8S2 overall (ωB97M-V/def2-TZVPD).

Its HOMO energy is -9.07 eV.

Structure (XYZ):
```
13
C3H8S2 (ωB97M-V/def2-TZVPD)
C -0.00583 1.55335 0.80566
C 1.26894 1.88800 0.39330
C 2.15312 0.64936 0.06450
H -0.86154 2.18805 0.82587
H -0.24376 0.53797 0.89878
H 1.90828 2.66308 0.80054
H 2.43366 0.64890 -0.99416
H 1.85157 -0.31336 0.23502
H 3.27046 0.57816 0.45728
S -2.81015 -3.70862 -0.81824
S -2.62362 -1.47962 -0.93146
H -3.17024 -3.46938 0.39392
H -3.17087 -1.73589 -2.13102
```

Atom charges from the Löwdin analysis, given in e for atoms 1 to 2:
1 C 0.00
2 C -0.17


Energetically preferred structure: (i) | next structure: +120.3 kJ/mol


(i)
Entry from the Open Molecules 2025 dataset: a 2-piece molecular cluster, C11H13N2 overall (ωB97M-V/def2-TZVPD).

Its HOMO energy is -12.73 eV. The net charge is +1.

Structure (XYZ):
```
26
C11H13N2 (ωB97M-V/def2-TZVPD)
C 0.32388 0.33159 1.65284
C 2.08091 2.62072 -1.26851
C 0.74969 2.56111 -1.76840
C 2.73163 1.49190 -0.87474
C -0.00139 1.43910 -1.67831
C 2.00062 0.25408 -0.79097
C 0.57798 0.18385 -1.19104
C -1.72954 -1.03877 2.52299
C -2.10531 0.43342 2.34283
C 0.21655 -2.32907 -0.80744
C -0.13728 -0.97336 -1.07082
N 1.40653 0.61205 1.37569
N -0.87599 -0.10848 1.77372
H 2.63750 3.44893 -1.26755
H 0.38054 3.45468 -2.12081
H 3.70513 1.25169 -0.55999
H -1.04527 1.25743 -2.13536
H 2.68274 -0.48695 -0.45791
H -1.22452 -1.27316 3.51261
H -2.16718 -1.87800 2.10563
H -3.00988 0.74305 1.80805
H -2.00057 1.16083 3.05499
H -0.06438 -2.71718 0.24325
H -0.30448 -2.88943 -1.53715
H 1.26755 -2.42593 -0.72639
H -1.25929 -0.75103 -1.18172
```

Atom charges from the Löwdin analysis, given in e for atoms 1 to 2:
1 C -0.25
2 C 0.01


(ii)
Entry from the Open Molecules 2025 dataset: an isolated ion of composition C11H13N2 and charge +1 (ωB97M-V/def2-TZVPD).

Its HOMO energy (spin up / spin down) is -12.85 / -12.85 eV. The net charge is +1.

Structure (XYZ):
```
26
C11H13N2 (ωB97M-V/def2-TZVPD)
C 1.67629 -0.95107 -3.01757
C 2.81019 -0.75839 -2.19332
C 0.43412 -0.93506 -2.49593
C 2.67379 -0.60656 -0.85282
C 0.23587 -0.61669 -1.02827
C 1.43510 -0.45608 -0.25315
C -0.95064 -0.44931 -0.38583
C 1.17639 -0.10263 1.21027
C -2.50986 -0.10238 1.27795
C -1.27382 0.50906 1.98331
C -1.20952 1.98115 1.62218
N -2.16718 -0.32577 -0.17543
N -0.17655 -0.32840 1.62114
H 1.76908 -1.11792 -4.13669
H 3.79253 -0.95854 -2.66490
H -0.36946 -1.18409 -3.20802
H 3.59806 -0.63579 -0.23953
H 1.77310 -0.60563 2.02794
H 1.54882 1.01875 1.15139
H -2.79014 -0.99310 1.82751
H -3.35083 0.65721 1.28641
H -1.55790 0.29783 3.03150
H -1.56044 2.32109 0.54990
H -0.27348 2.43170 1.94572
H -2.00893 2.54079 2.12702
H -2.72459 -0.63018 -1.01078
```

Atom charges from the Löwdin analysis, given in e for atoms 1 to 2:
1 C -0.08
2 C -0.03


Energetically preferred structure: (ii) | next structure: +105.4 kJ/mol